(1)
Entry from the OMol25 dataset: C48H53AsN4PPbS4Si as an isolated structure (ωB97M-V with the def2-TZVPD basis set).

Calculated values
Total charge = -1
Energy relative to the best compared isomer or geometry (same formula, charge and spin) = 0.00 kcal per mole
LUMO = 0.07947 Ha
Energy = -6732.33229 a.u.

The geometry in XYZ format:
```
113
C48H53AsN4PPbS4Si | the OMol25 dataset | ωB97M-V with the def2-TZVPD basis set
Pb 1.2833 0.2331 0.2313
S 6.4954 -1.9406 1.0137
As 5.7300 -0.0680 0.6140
S 2.6373 -1.0112 2.2764
S 4.5568 0.1810 -1.0980
S 6.1402 1.5553 1.8147
C -0.7693 0.4658 1.4527
Si -1.4603 2.1634 1.4543
C -0.0715 3.4561 1.5275
N 1.1100 3.0783 0.7386
C 1.0411 3.5765 -0.6349
C 1.3571 5.0674 -0.7844
C 2.6452 5.4397 -0.0121
C 3.3543 4.1850 0.5015
C 2.4111 3.3870 1.3925
C -2.6637 2.4271 0.0167
C -3.5754 1.4109 -0.2895
C -4.5054 1.5586 -1.3092
C -4.5513 2.7387 -2.0447
C -3.6609 3.7636 -1.7531
C -2.7280 3.6040 -0.7340
C -2.5337 2.5571 2.9704
C -3.1458 3.8061 3.1199
C -3.9534 4.0891 4.2132
C -4.1704 3.1197 5.1863
C -3.5772 1.8715 5.0570
C -2.7671 1.5965 3.9595
H -1.5071 -0.2462 1.0646
H -0.5480 0.1745 2.4879
H 0.2058 3.4808 2.5864
H -0.4188 4.4779 1.2918
H 0.0396 3.3676 -1.0228
H 1.7453 2.9980 -1.2398
H 0.5154 5.6672 -0.4283
H 1.4674 5.2812 -1.8504
H 2.3921 6.0680 0.8473
H 3.3168 6.0196 -0.6479
H 4.2330 4.4460 1.0917
H 3.7077 3.5682 -0.3285
H 2.2281 3.9657 2.3041
H 2.9020 2.4570 1.6991
H -3.5496 0.4829 0.2760
H -5.1955 0.7532 -1.5326
H -5.2784 2.8575 -2.8390
H -3.6921 4.6869 -2.3216
H -2.0286 4.4115 -0.5259
H -2.9901 4.5713 2.3628
H -4.4202 5.0629 4.3050
H -4.8010 3.3371 6.0409
H -3.7464 1.1092 5.8094
H -2.3020 0.6187 3.8709
C 3.5448 -5.6691 -1.3716
C 4.0264 -4.5457 -0.7123
C 3.1425 -3.6113 -0.1914
C 1.7635 -3.7892 -0.3226
C 1.2881 -4.9231 -0.9842
C 2.1745 -5.8565 -1.5044
P 0.6484 -2.5268 0.4041
C -0.9594 -2.8293 -0.4374
C -2.1713 -2.7018 0.2460
C -3.3784 -2.6622 -0.4422
C -3.3980 -2.7395 -1.8282
C -2.1990 -2.8554 -2.5209
C -0.9945 -2.8916 -1.8337
C 0.2935 -3.1880 2.0918
C -0.3523 -4.3986 2.1423
C -0.9646 -4.8593 3.3227
C -0.9966 -4.0522 4.4205
C -0.3011 -2.8189 4.4359
C -0.3461 -1.9870 5.5816
C 0.3992 -0.8451 5.6274
C 1.2802 -0.5308 4.5753
C 1.3566 -1.3053 3.4356
C 0.4596 -2.4245 3.2941
H 4.2321 -6.4026 -1.7775
H 5.0906 -4.3801 -0.5948
H 3.5359 -2.7460 0.3259
H 0.2223 -5.0769 -1.1030
H 1.7933 -6.7337 -2.0141
H -2.1746 -2.6328 1.3273
H -4.3052 -2.5657 0.1115
H -4.3385 -2.7001 -2.3653
H -2.2038 -2.9127 -3.6039
H -0.0626 -2.9613 -2.3856
H -0.4394 -4.9908 1.2390
H -1.4590 -5.8240 3.3297
H -1.5426 -4.3503 5.3097
H -0.9707 -2.2844 6.4182
H 0.3573 -0.1993 6.4978
H 1.9554 0.3119 4.6630
C 2.7785 -1.2480 -5.2596
C 3.0358 -1.8584 -3.8944
N 2.0426 -1.3938 -2.9319
C 0.9410 -0.6298 -3.2288
N 0.3084 -0.0593 -2.2572
C -0.9178 0.6742 -2.5268
C -0.9853 1.1940 -3.9534
C -0.7170 0.0235 -4.8848
N 0.5713 -0.5604 -4.5517
C 1.2898 -1.3312 -5.5495
H 3.3547 -1.7756 -6.0201
H 3.0769 -0.1966 -5.2583
H 4.0256 -1.5918 -3.5237
H 2.9869 -2.9482 -3.9626
H 2.4047 -1.2315 -1.9998
H -0.9785 1.5033 -1.8206
H -1.7838 0.0314 -2.3218
H -0.2073 1.9500 -4.1008
H -1.9593 1.6449 -4.1538
H -0.6843 0.3438 -5.9266
H -1.5233 -0.7146 -4.7820
H 1.0575 -0.9110 -6.5276
H 0.9728 -2.3835 -5.5517
```

Here are the Mulliken charges for atoms 1 to 99, given in e: number 1, Pb, carries 1.5638; number 2, S, carries -0.4258; number 3, As, carries 0.4180; number 4, S, carries -0.5125; number 5, S, carries -0.2464; number 6, S, carries -0.4243; number 7, C, carries 0.5127; number 8, Si, carries -1.0005; number 9, C, carries -1.2325; number 10, N, carries 1.0842; number 11, C, carries -0.1932; number 12, C, carries -0.8107; number 13, C, carries -0.7435; number 14, C, carries -0.7457; number 15, C, carries -0.2228; number 16, C, carries 0.7366; number 17, C, carries -0.5587; number 18, C, carries -0.5752; number 19, C, carries -0.5769; number 20, C, carries -0.6453; number 21, C, carries 0.2690; number 22, C, carries 0.7320; number 23, C, carries -0.5072; number 24, C, carries -0.6330; number 25, C, carries -0.5174; number 26, C, carries -0.6946; number 27, C, carries -0.2221; number 28, H, carries -0.6038; number 29, H, carries -0.3884; number 30, H, carries 0.7782; number 31, H, carries 0.3631; number 32, H, carries -0.6440; number 33, H, carries 0.6341; number 34, H, carries 0.1170; number 35, H, carries 0.6135; number 36, H, carries 0.2896; number 37, H, carries 0.3661; number 38, H, carries 0.4680; number 39, H, carries 0.1420; number 40, H, carries 0.3505; number 41, H, carries -0.0446; number 42, H, carries 0.2963; number 43, H, carries 0.4144; number 44, H, carries 0.3741; number 45, H, carries 0.4122; number 46, H, carries 0.2566; number 47, H, carries 0.2987; number 48, H, carries 0.4042; number 49, H, carries 0.3647; number 50, H, carries 0.4198; number 51, H, carries 0.2693; number 52, C, carries -0.6129; number 53, C, carries -0.5460; number 54, C, carries -0.1876; number 55, C, carries 0.8825; number 56, C, carries -0.1714; number 57, C, carries -0.8888; number 58, P, carries 1.1127; number 59, C, carries 0.8380; number 60, C, carries -0.8288; number 61, C, carries -0.6839; number 62, C, carries -0.8440; number 63, C, carries -0.9052; number 64, C, carries -0.9846; number 65, C, carries 0.1997; number 66, C, carries -0.0156; number 67, C, carries -1.0180; number 68, C, carries -0.9091; number 69, C, carries 0.6441; number 70, C, carries -0.9447; number 71, C, carries -0.9233; number 72, C, carries -0.3810; number 73, C, carries 0.6120; number 74, C, carries -0.3720; number 75, H, carries 0.3811; number 76, H, carries 0.3780; number 77, H, carries -0.0336; number 78, H, carries 0.2984; number 79, H, carries 0.4105; number 80, H, carries 0.2257; number 81, H, carries 0.4039; number 82, H, carries 0.4009; number 83, H, carries 0.4878; number 84, H, carries 0.4985; number 85, H, carries 0.3279; number 86, H, carries 0.3950; number 87, H, carries 0.3827; number 88, H, carries 0.3524; number 89, H, carries 0.4266; number 90, H, carries 0.4992; number 91, C, carries -0.7135; number 92, C, carries -0.6608; number 93, N, carries 0.9345; number 94, C, carries -0.5359; number 95, N, carries 1.1996; number 96, C, carries 1.6515; number 97, C, carries -0.9531; number 98, C, carries -0.7042; number 99, N, carries 0.2270

(2)
Entry from the OMol25 dataset: C48H53BF9N13PReS as an isolated structure (ωB97M-V with the def2-TZVPD basis set).

Calculated values
Total charge = +4
Energy relative to the best compared isomer or geometry (same formula, charge and spin) = 3.13 kcal per mole
2S+1 = 3
LUMO (spin up / spin down) = -0.50382 / -0.47998 Ha
Energy = -4312.99333 a.u.

The geometry in XYZ format:
```
127
C48H53BF9N13PReS | the OMol25 dataset | ωB97M-V with the def2-TZVPD basis set
Re -0.7202 0.1021 -0.1010
C 1.5904 -3.1761 0.5102
C 0.5860 -2.6148 1.4400
C 0.2714 -3.1985 2.6679
C -0.9144 -2.6317 3.0576
N -1.2784 -1.7127 2.1461
N -0.3358 -1.6704 1.1472
B -2.7799 -1.3431 1.8844
N -3.0420 -1.7304 0.3995
C -4.0723 -2.3820 -0.1398
C -3.8782 -2.4954 -1.5026
C -2.6711 -1.8743 -1.7665
C -1.9919 -1.8483 -3.0864
N -2.1736 -1.3636 -0.6000
N -2.9977 0.1841 1.9092
C -3.9725 0.8799 2.4917
C -4.1227 2.0770 1.8198
C -3.2092 2.0500 0.7819
C -3.1915 3.0597 -0.3187
N -2.5025 0.8848 0.8493
N -3.6133 -2.0469 2.8963
C -4.1191 -3.3165 2.9521
C -4.4667 -3.5837 4.2428
C -4.1082 -2.4170 4.9656
C -4.2927 -2.1575 6.4179
N -3.5786 -1.5066 4.1601
H 2.6093 -3.0628 0.8723
H 1.5069 -2.7230 -0.4668
H 1.3877 -4.2437 0.4143
H 0.7849 -4.0255 3.1255
H -1.5621 -2.8571 3.8876
H -4.8869 -2.7283 0.4716
H -4.5086 -2.9996 -2.2126
H -1.8940 -2.8716 -3.4488
H -0.9917 -1.4240 -3.0441
H -2.5951 -1.3138 -3.8200
H -4.5103 0.4541 3.3178
H -4.8520 2.8433 2.0066
H -2.5049 3.8849 -0.1351
H -4.1867 3.4968 -0.3778
H -2.9814 2.6093 -1.2881
H -4.1690 -3.9571 2.0890
H -4.9186 -4.4800 4.6267
H -4.0110 -3.0296 7.0080
H -5.3410 -1.9429 6.6359
H -3.6966 -1.3032 6.7361
C -1.5190 1.1456 -3.0887
N -1.1651 2.5338 -2.8899
C -1.8562 3.4851 -3.7816
C -0.6143 2.9042 -1.7352
N -0.6176 1.9854 -0.6813
N -0.1772 4.1412 -1.5076
C 0.0260 4.6889 -0.1636
C 0.3417 5.0044 -2.5833
H -1.8501 1.0004 -4.1153
H -2.3484 0.8527 -2.4294
H -0.6583 0.5026 -2.9361
H -2.8220 3.0494 -4.0348
H -1.2915 3.6521 -4.6972
H -2.0280 4.4247 -3.2700
H -0.5930 2.5281 0.1853
H -0.7719 4.3992 0.5200
H -0.0081 5.7741 -0.2437
H 0.9942 4.4003 0.2443
H 0.5811 4.4053 -3.4564
H 1.2584 5.4586 -2.2149
H -0.3623 5.7943 -2.8399
C 1.6488 -1.4145 6.0221
C 0.6522 -0.5457 5.3478
C -0.4876 -0.0322 5.9337
C -1.3335 0.7937 5.1943
N -1.0544 1.0917 3.9017
C 0.0046 0.5778 3.3674
S 0.5356 1.0960 1.7506
N 0.8640 -0.2176 4.0504
C -2.5277 1.4329 5.7881
H 1.4087 -1.5277 7.0751
H 2.6498 -0.9890 5.9375
H 1.6598 -2.4031 5.5591
H -0.7015 -0.2549 6.9681
H 1.6788 -0.5900 3.5719
H -2.7858 1.0002 6.7505
H -3.3711 1.3627 5.1052
H -2.3171 2.4967 5.9313
F 5.8410 4.8378 -2.0406
C 4.8193 4.8170 -2.8942
F 4.0741 5.9202 -2.6689
F 5.2847 4.8784 -4.1337
C 3.9547 3.5912 -2.6699
C 3.7651 2.6480 -3.6620
C 2.9587 1.5414 -3.4200
C 2.2929 1.4010 -2.2015
C 2.5268 2.3470 -1.1991
C 3.3568 3.4263 -1.4247
P 1.5981 -0.2069 -1.6708
C 3.1452 -0.8170 -0.9208
C 4.0090 -1.6018 -1.6797
C 5.2522 -1.9522 -1.1713
C 5.6418 -1.4967 0.0780
C 4.8030 -0.6719 0.8167
C 3.5571 -0.3371 0.3203
C 6.9734 -1.9264 0.6669
F 7.8605 -2.2048 -0.2815
F 7.4735 -0.9746 1.4598
F 6.7910 -3.0273 1.4137
C 1.2744 -1.2267 -3.1480
C 1.3819 -2.6202 -3.0718
C 1.0436 -3.4201 -4.1511
C 0.5781 -2.8405 -5.3216
C 0.4858 -1.4603 -5.4278
C 0.8297 -0.6611 -4.3506
C 0.1050 -3.7115 -6.4728
F 0.3561 -3.1385 -7.6454
F -1.2274 -3.8736 -6.3657
F 0.6711 -4.9131 -6.4433
H 4.2694 2.7512 -4.6128
H 2.9159 0.7758 -4.1774
H 2.1144 2.2085 -0.2082
H 3.5677 4.1367 -0.6357
H 3.7392 -1.9437 -2.6687
H 5.9223 -2.5653 -1.7576
H 5.1371 -0.2878 1.7711
H 2.9182 0.3046 0.9039
H 1.7584 -3.1090 -2.1870
H 1.1483 -4.4946 -4.0839
H 0.1552 -1.0121 -6.3552
H 0.7401 0.4080 -4.4654
```

Here are the Mulliken charges for atoms 1 to 99, given in e: number 1, Re, carries 0.5185; number 2, C, carries -0.7466; number 3, C, carries 0.1052; number 4, C, carries -2.1018; number 5, C, carries -0.2564; number 6, N, carries 1.5129; number 7, N, carries 0.2360; number 8, B, carries 0.6288; number 9, N, carries 0.7653; number 10, C, carries 0.0289; number 11, C, carries -2.1806; number 12, C, carries 0.1758; number 13, C, carries -0.8146; number 14, N, carries -0.0531; number 15, N, carries 1.4137; number 16, C, carries -0.5125; number 17, C, carries -2.0777; number 18, C, carries 0.3551; number 19, C, carries -0.9757; number 20, N, carries 0.1225; number 21, N, carries 0.4552; number 22, C, carries -0.1599; number 23, C, carries -1.5574; number 24, C, carries 0.7467; number 25, C, carries -1.2400; number 26, N, carries -0.9492; number 27, H, carries 0.3737; number 28, H, carries -0.9192; number 29, H, carries 0.6005; number 30, H, carries 0.7418; number 31, H, carries 0.4513; number 32, H, carries 0.8831; number 33, H, carries 0.6362; number 34, H, carries 0.7356; number 35, H, carries -0.5143; number 36, H, carries 0.4247; number 37, H, carries 1.0753; number 38, H, carries 0.6409; number 39, H, carries 0.2600; number 40, H, carries 0.6093; number 41, H, carries -0.0977; number 42, H, carries 0.6278; number 43, H, carries 0.5375; number 44, H, carries 0.4031; number 45, H, carries 0.3240; number 46, H, carries 0.1597; number 47, C, carries -1.4849; number 48, N, carries 0.2735; number 49, C, carries -1.1553; number 50, C, carries -0.8080; number 51, N, carries 0.7444; number 52, N, carries 0.4529; number 53, C, carries -1.0660; number 54, C, carries -1.5552; number 55, H, carries 0.7915; number 56, H, carries 0.5495; number 57, H, carries -0.5372; number 58, H, carries 0.4696; number 59, H, carries 0.3753; number 60, H, carries 0.4039; number 61, H, carries 0.3524; number 62, H, carries 0.5129; number 63, H, carries 0.5343; number 64, H, carries 0.1891; number 65, H, carries 0.4438; number 66, H, carries 0.5984; number 67, H, carries 0.4505; number 68, C, carries -1.4530; number 69, C, carries 0.9530; number 70, C, carries -1.0453; number 71, C, carries 0.7492; number 72, N, carries -0.1411; number 73, C, carries 0.0909; number 74, S, carries -0.4910; number 75, N, carries 0.3230; number 76, C, carries -1.1915; number 77, H, carries 0.4521; number 78, H, carries 0.3782; number 79, H, carries 0.3251; number 80, H, carries 0.5455; number 81, H, carries 0.1458; number 82, H, carries 0.4335; number 83, H, carries 0.1830; number 84, H, carries 0.3873; number 85, F, carries -0.2409; number 86, C, carries 0.7587; number 87, F, carries -0.2411; number 88, F, carries -0.2608; number 89, C, carries 0.1497; number 90, C, carries -1.3166; number 91, C, carries -0.7408; number 92, C, carries 1.7202; number 93, C, carries -0.1831; number 94, C, carries -1.1014; number 95, P, carries 1.1911; number 96, C, carries 1.2939; number 97, C, carries -0.2073; number 98, C, carries -1.2529; number 99, C, carries 0.0496